DFT (ωB97M-V/def2-TZVPD) results for C22H31AsBrF5NO4PRhS as an isolated structure in a non-equilibrium geometry.

maximum force = 1.933 eV Å⁻¹
LUMO level (alpha / beta) = -4.635 / -4.634 eV
E_tot = -7371.7128 Eh
net charge = +1
HOMO energy (alpha / beta) = -0.416 / -0.416 Eh

The geometry in XYZ format:
```
68
Properties=species:S:1:pos:R:3:forces:R:3
Rh -0.3388 0.8934 -0.1365 0.9 -1.4 -0.9
F -2.7626 2.7887 -6.0663 0.0 0.0 0.0
C -2.6626 2.6083 -4.7576 0.0 0.0 -0.4
C -1.5309 2.0324 -4.2233 0.4 -0.1 -0.2
F -0.5339 1.6382 -5.0120 0.0 0.0 0.0
C -1.4450 1.8751 -2.8599 -0.3 0.3 -0.1
F -0.3109 1.2937 -2.3510 0.5 0.1 0.1
C -2.4450 2.2500 -1.9943 0.3 -0.1 0.4
S -2.3123 2.0424 -0.2607 0.3 -0.5 0.2
C -3.5766 2.8103 -2.5547 -0.3 0.2 0.0
F -4.5771 3.1904 -1.7634 0.1 0.0 0.0
C -3.6892 2.9949 -3.9185 -0.3 0.1 0.0
F -4.7813 3.5411 -4.4276 0.0 0.0 0.0
C 3.3504 0.7609 1.5386 -0.3 0.1 0.2
C 2.8472 -0.4936 0.8483 0.2 -0.1 -0.2
C 3.2002 -0.4698 -0.6270 -0.2 -0.1 -0.1
C 3.3641 -1.7574 1.5120 -0.2 -0.1 0.1
O 1.3527 -0.5309 0.8536 0.0 0.5 -0.2
P 0.4155 -0.6091 2.1923 -0.1 -0.2 -0.2
O 1.1087 -0.5014 3.4683 0.1 0.1 0.2
O -0.6051 0.5039 1.8138 0.0 0.3 -0.8
O -0.2921 -2.0043 1.9128 -0.2 -0.1 0.4
C -0.9185 -2.8422 2.9764 -0.1 -0.2 0.2
C 0.1701 -3.4968 3.8127 0.2 0.2 -0.1
C -1.6887 -3.9092 2.2224 0.0 0.0 -0.2
C -1.8611 -2.0061 3.8287 0.2 0.3 -0.2
H 4.4418 0.7657 1.5409 -0.1 0.0 0.0
H 2.9989 0.7996 2.5710 0.1 0.0 0.0
H 2.9986 1.6499 1.0104 0.1 0.0 0.0
H 4.2687 -0.2920 -0.7558 -0.1 0.0 0.0
H 2.6522 0.3345 -1.1286 0.1 0.0 0.0
H 2.9436 -1.4208 -1.1041 0.0 0.1 0.0
H 4.4483 -1.8117 1.4009 -0.1 0.0 0.0
H 2.9222 -2.6405 1.0413 0.1 0.0 0.0
H 3.1179 -1.7645 2.5760 0.1 0.0 -0.1
H 0.8353 -4.0793 3.1695 0.0 0.0 0.1
H -0.2837 -4.1669 4.5444 0.0 0.0 -0.1
H 0.7614 -2.7480 4.3385 0.0 0.0 0.0
H -1.0291 -4.4337 1.5270 -0.1 0.0 0.1
H -2.5272 -3.4828 1.6694 0.0 0.0 0.0
H -2.0832 -4.6359 2.9327 0.0 0.0 0.0
H -1.3144 -1.2291 4.3668 0.0 -0.1 0.0
H -2.3584 -2.6451 4.5591 0.0 0.0 0.0
H -2.6209 -1.5262 3.2073 0.0 0.0 0.0
C -2.7849 -1.5940 -0.5342 0.0 -0.2 0.0
As -0.9754 -1.2654 -1.1080 -1.5 0.1 1.0
C -0.0400 -2.9333 -0.8760 0.4 0.2 0.0
C -1.2019 -1.2444 -3.0226 0.2 0.2 -0.1
H -3.1303 -2.5574 -0.9057 0.0 0.0 0.0
H -3.4089 -0.7946 -0.9258 0.0 0.0 0.0
H -2.8212 -1.5721 0.5512 0.0 0.0 0.0
H -0.7955 -3.7127 -0.9300 0.0 -0.1 0.0
H 0.4618 -2.9657 0.0829 0.0 0.0 0.0
H 0.6739 -3.0422 -1.6906 0.0 0.0 0.0
H -1.5290 -2.2427 -3.3030 0.0 -0.1 0.0
H -0.2617 -1.0150 -3.5189 0.0 0.0 -0.1
H -1.9543 -0.5150 -3.3133 0.0 -0.1 0.0
Br 2.9903 5.1161 -2.9687 0.0 0.0 -0.1
C 2.1491 4.4827 -1.4179 0.1 0.1 -0.1
C 2.0368 5.2763 -0.2921 0.0 0.1 0.1
C 1.4223 4.7475 0.8295 0.0 0.1 0.1
C 0.9366 3.4572 0.7823 0.2 0.0 -0.4
N 1.0312 2.6947 -0.3280 -0.4 0.9 1.1
C 1.6319 3.2049 -1.4095 -0.2 -0.3 0.3
H 2.4246 6.2860 -0.2933 0.0 0.0 0.0
H 1.3139 5.3307 1.7345 0.0 0.0 0.0
H 0.4734 3.0045 1.6483 -0.1 -0.1 0.0
H 1.7076 2.5779 -2.2851 0.0 -0.1 -0.1
```
Forces are in eV/Å.

Löwdin atomic charge list, values in e, 8 entries: Rh 0.723; F 0.158; C -0.131; C -0.156; F 0.140; C -0.250; F -0.085; C -0.495



DFT (ωB97M-V/def2-TZVPD) results for a 7-piece molecular cluster, C40H95NO overall in a non-equilibrium geometry.

maximum force = 2.323 eV Å⁻¹
LUMO level = 0.613 eV
structure (SMILES) = COC[C@H](C)N.CCCCCC.CCCCCC.CCCCCC.CCCCCC.CCCCCC.CCCCCC
E_tot = -1710.9393 Eh
HOMO energy = -0.344 Eh

The geometry in XYZ format:
```
137
Properties=species:S:1:pos:R:3:forces:R:3
C -3.2582 1.4777 -3.0881 -0.7 -0.5 0.9
O -3.1546 0.8958 -1.7956 0.2 -1.0 0.0
C -1.8285 0.5806 -1.3649 -0.5 1.2 -0.3
C -1.9409 -0.2932 -0.1346 0.3 -0.7 -0.2
C -0.5904 -0.7386 0.4524 -0.3 1.3 0.5
N -2.6584 -1.5282 -0.4670 -1.1 -0.4 0.1
H -4.1733 1.0487 -3.5064 0.0 0.4 -0.1
H -2.4465 1.1728 -3.7546 0.2 0.4 0.1
H -3.3793 2.5489 -2.9036 0.3 0.1 -0.8
H -1.2564 0.1549 -2.1959 0.0 -0.5 0.1
H -1.3714 1.5571 -1.1591 0.5 -0.2 0.4
H -2.5490 0.2374 0.6082 0.4 0.4 0.1
H -0.8065 -1.3737 1.3084 0.2 -0.4 -0.2
H -0.0587 0.1130 0.8887 0.0 0.1 -0.1
H 0.0930 -1.1940 -0.2604 -0.3 -0.3 -0.1
H -3.5408 -1.3116 -0.9367 0.4 0.3 -0.4
H -3.0452 -1.8815 0.4106 0.5 -0.3 0.0
C -1.0914 2.8351 3.1034 0.9 1.3 -0.3
C -1.2731 3.9768 2.0844 -0.2 -0.6 -0.1
C -1.3941 5.3557 2.7299 0.0 0.3 -0.8
C -1.9168 6.4178 1.7318 0.7 1.2 1.1
C -2.8062 7.4508 2.4634 -0.6 0.0 -0.5
C -4.2298 6.8887 2.6390 0.1 0.4 0.0
H -0.3483 3.2331 3.8037 -0.2 -0.3 0.4
H -0.6106 1.9598 2.6695 -0.5 -0.3 -0.1
H -2.0336 2.6571 3.6142 0.1 -0.4 0.1
H -0.4487 3.9995 1.3652 0.2 0.0 0.2
H -2.1298 3.7554 1.4388 -0.2 0.2 0.2
H -0.4062 5.6772 3.0721 0.1 -0.1 0.0
H -1.9981 5.4090 3.6381 -0.3 -0.5 -0.1
H -1.0816 6.9848 1.3095 0.2 -0.2 0.0
H -2.4265 6.0133 0.8579 -0.3 -0.2 0.2
H -2.4608 7.8469 3.4226 0.6 -0.8 0.1
H -2.8117 8.3872 1.8951 -0.4 -0.2 -0.3
H -4.7706 6.9867 1.6972 -0.2 0.0 0.1
H -4.2585 5.8325 2.9121 0.3 0.0 0.0
H -4.7566 7.4141 3.4371 -0.2 0.1 -0.2
C 4.6329 -0.9008 -3.9467 0.6 -1.3 0.2
C 3.3995 -1.3178 -3.1647 -0.2 -0.6 0.3
C 2.0612 -0.8137 -3.7238 0.5 0.7 0.8
C 1.4483 -1.7164 -4.7849 -0.1 0.8 0.4
C 0.0160 -1.3296 -5.1720 0.2 0.1 -0.2
C -0.0608 -0.1795 -6.1884 -0.9 -0.1 0.1
H 4.9890 0.1036 -3.7300 -0.2 0.2 -0.3
H 4.5448 -1.1151 -5.0135 -0.3 0.5 -0.1
H 5.4341 -1.5914 -3.6545 0.2 0.3 0.1
H 3.3631 -2.4121 -3.0689 0.0 0.0 -0.6
H 3.5333 -1.1019 -2.0988 -0.1 0.7 -0.1
H 2.2238 0.1953 -4.1211 0.0 0.0 -0.2
H 1.4186 -0.6253 -2.8557 -0.4 -0.4 -0.2
H 2.0649 -1.5979 -5.6808 0.1 -0.5 0.0
H 1.5008 -2.7430 -4.4197 -0.1 -0.1 -0.2
H -0.4195 -2.2070 -5.6552 -0.2 0.1 0.0
H -0.6116 -1.1162 -4.3039 0.2 0.0 0.2
H 0.2986 0.8113 -5.9014 0.7 -0.3 0.3
H 0.3974 -0.5403 -7.1083 0.1 0.4 -0.2
H -1.1107 0.0680 -6.3827 0.0 -0.4 -0.3
C 2.7007 0.9172 0.8213 1.5 0.1 -1.8
C 3.8473 -0.1213 0.7634 -1.0 0.3 2.1
C 3.3946 -1.4622 1.3206 -0.3 -1.2 -1.2
C 4.4806 -2.5397 1.1639 -0.4 0.3 0.4
C 4.0165 -3.9313 1.5718 -0.2 -0.8 0.6
C 5.0639 -4.9758 1.2211 0.3 0.2 -0.4
H 2.2782 1.1329 1.7965 -0.1 -0.3 0.0
H 1.9882 0.6237 0.0494 -0.5 0.0 0.5
H 3.1472 1.8218 0.3929 -0.3 0.3 0.4
H 4.2726 -0.1477 -0.2361 0.0 -0.3 0.0
H 4.6153 0.1723 1.4883 0.3 0.4 -0.4
H 2.5223 -1.8792 0.7937 0.0 0.3 -0.4
H 2.9735 -1.3780 2.3266 0.6 0.2 0.3
H 4.8492 -2.5320 0.1325 -0.4 -0.2 -0.2
H 5.3921 -2.2601 1.7063 -0.1 -0.1 0.4
H 3.7972 -3.9915 2.6464 0.3 0.3 0.1
H 3.0525 -4.2815 1.1880 0.1 0.7 -0.7
H 5.9161 -4.8569 1.8924 0.1 -0.3 -0.1
H 4.7136 -6.0075 1.1939 -0.1 0.0 0.4
H 5.4008 -4.7747 0.1989 0.2 0.0 0.1
C -1.6265 -1.1986 3.9880 -1.6 -0.1 -0.3
C -0.7661 -0.4024 4.9246 0.2 0.5 -0.1
C -0.5293 -1.1794 6.2192 1.0 -0.1 0.2
C 0.6357 -2.1712 6.1159 0.6 0.4 -1.0
C 0.9384 -2.9068 7.3979 -0.9 -1.2 0.1
C 1.7061 -2.1627 8.4664 0.3 0.1 0.1
H -2.6211 -1.2868 4.4480 0.1 -0.1 0.2
H -1.3267 -2.2319 3.8040 0.4 0.2 -0.2
H -1.8837 -0.6768 3.0623 0.5 -0.1 -0.2
H 0.1745 -0.0787 4.4608 0.2 -0.6 0.1
H -1.2397 0.5780 5.0433 -0.3 -0.2 0.6
H -1.3765 -1.7976 6.5266 -0.4 0.4 -0.1
H -0.2643 -0.5134 7.0451 -0.3 0.1 0.0
H 0.5156 -2.8783 5.2853 -0.6 -0.1 0.2
H 1.5345 -1.6466 5.7571 0.0 0.2 0.4
H 0.0039 -3.3082 7.8203 -0.1 0.4 0.0
H 1.4196 -3.8627 7.1616 0.5 0.3 -0.1
H 1.1552 -1.3917 9.0077 -0.3 0.0 -0.2
H 2.0344 -2.8862 9.2142 0.2 0.2 0.0
H 2.5660 -1.6620 8.0136 0.2 -0.1 0.2
C -2.5434 -6.3205 1.7476 -0.4 0.9 0.7
C -2.2177 -4.8594 1.4082 0.3 -0.4 -1.0
C -0.7506 -4.5791 1.0703 -0.3 0.5 0.0
C 0.2483 -4.8499 2.1817 0.9 -0.7 0.0
C 0.7340 -6.3377 2.2189 -0.4 0.6 0.7
C 1.1438 -6.9318 0.8770 -0.1 -0.6 0.3
H -2.1430 -7.0457 1.0435 0.1 0.1 -0.1
H -3.6305 -6.4190 1.7795 0.0 -0.2 0.0
H -2.1739 -6.5206 2.7539 0.0 -0.4 -0.1
H -2.7815 -4.5842 0.5106 -0.1 0.1 0.1
H -2.5233 -4.1486 2.1807 -0.1 -0.3 0.3
H -0.7507 -3.5261 0.7743 0.3 0.0 0.0
H -0.4520 -5.1350 0.1779 -0.1 0.0 0.0
H 1.1681 -4.2680 2.0772 -0.1 0.2 -0.5
H -0.0991 -4.5202 3.1664 -0.4 -0.3 0.0
H 1.5646 -6.3975 2.9266 0.1 0.1 -0.1
H -0.0464 -6.9489 2.6720 0.0 -0.2 -0.1
H 1.6919 -6.2333 0.2454 0.0 0.0 -0.1
H 1.7619 -7.8164 1.0517 0.3 0.2 0.0
H 0.2884 -7.3508 0.3433 -0.1 0.4 -0.2
C 0.9146 6.7898 -5.8651 -0.4 -0.2 -0.9
C -0.1231 5.8529 -6.5333 1.1 -0.5 1.1
C -0.2576 4.5296 -5.6955 -1.4 1.7 -0.6
C -1.6179 3.8931 -6.0508 0.1 -0.6 -0.9
C -2.9018 4.4689 -5.4430 0.7 0.7 1.6
C -4.1495 3.7577 -5.8871 -1.1 -0.7 -1.1
H 1.8260 6.2174 -5.6886 0.1 0.1 0.1
H 0.5833 7.2485 -4.9355 -0.1 -0.1 0.0
H 1.1501 7.5635 -6.5984 0.1 0.2 0.3
H -1.1283 6.2681 -6.5398 0.1 0.4 -0.3
H 0.2504 5.7395 -7.5512 -0.4 -0.5 -0.1
H -0.3092 4.9818 -4.7020 0.2 -0.8 0.5
H 0.5799 3.8476 -5.7971 0.1 0.0 0.0
H -1.7076 3.9949 -7.1407 -0.1 0.1 -0.1
H -1.6291 2.8009 -5.9640 0.1 0.0 0.6
H -2.8455 4.4344 -4.3453 0.2 -0.5 0.0
H -2.9373 5.5608 -5.5186 -0.2 0.0 -0.9
H -5.0828 4.3200 -5.9731 0.3 0.5 0.3
H -4.0354 3.3463 -6.8976 0.2 0.1 0.0
H -4.4461 2.8948 -5.2854 0.4 0.0 0.2
```
Forces are in eV/Å.

Löwdin atomic charge list, values in e, 8 entries: C -0.094; O -0.211; C -0.191; C -0.421; C -0.063; N 0.043; H 0.087; H 0.082



DFT (ωB97M-V/def2-TZVPD) results for a 2-piece molecular cluster, C4H11NO3 overall in a non-equilibrium geometry.

2S+1 = 2
energy relative to the best compared isomer or geometry (same formula, charge and spin) = 345.4 kJ/mol
maximum force = 4.535 eV Å⁻¹
LUMO level (alpha / beta) = -3.992 / -9.403 eV
E_tot = -439.0611 Eh
net charge = +1
HOMO energy (alpha / beta) = -0.513 / -0.513 Eh
expectation value of S² = 0.79

The geometry in XYZ format:
```
19
Properties=species:S:1:pos:R:3:forces:R:3
C 0.6232 1.2640 2.6780 0.8 1.7 2.4
C 0.0515 -0.1316 2.6415 -1.2 2.8 -0.6
N 0.0455 -0.7476 1.4386 0.6 -1.3 -2.4
C 0.8380 -0.4434 0.2260 -0.3 3.9 -0.4
C 0.0662 -0.6332 -1.1377 0.2 -2.6 -0.9
O 0.5994 -1.7968 -1.7696 -1.0 -2.5 0.8
O -0.6028 -0.5753 3.5979 0.7 -0.7 -0.8
H 1.5727 1.0823 3.2515 -0.5 0.5 -0.3
H 0.9221 1.9962 1.8316 -1.0 -1.9 1.0
H -0.0510 1.8357 3.4397 1.2 -1.0 -1.4
H -0.4179 -1.6300 1.2790 -0.6 -0.6 0.9
H 1.1094 0.6867 0.2850 0.2 -2.3 0.1
H 1.6558 -1.1707 0.1590 0.2 0.4 0.2
H 0.0281 -0.0454 -2.0614 1.0 1.8 1.2
H -0.9618 -0.7983 -0.9967 -1.6 -0.1 0.8
H 0.0657 -2.6336 -1.5393 1.2 1.9 -0.6
H -1.3566 1.3910 -3.7503 -3.6 -1.2 -2.5
H -1.9622 1.2839 -5.2398 -0.1 0.0 0.2
O -2.2254 1.0662 -4.3331 3.6 1.3 2.4
```
Forces are in eV/Å.

Löwdin atomic charge list, values in e, 8 entries: C 0.006; C -0.417; N 0.228; C -0.044; C -0.191; O -0.088; O 0.243; H 0.120